[1]
Computed, not measured: C55H50N7O5PbSe as an isolated structure in a non-equilibrium geometry, with ωB97M-V/def2-TZVPD.

```
119
Properties=species:S:1:pos:R:3:forces:R:3:lowdin_charge:R:1
Pb 0.48199 -1.91773 2.35133 -0.7798 -0.1736 -2.2712 1.33
O 7.53396 -4.31072 4.07508 2.4246 -1.6297 -0.7298 0.02
C 6.99530 -4.44245 2.83811 -2.9360 0.4559 -2.0535 -0.28
C 7.55014 -5.18125 1.69561 -2.2109 1.6454 -1.0847 0.07
C 6.78148 -4.97293 0.43575 0.9573 -0.1926 4.1476 -0.22
N 5.60687 -4.37912 0.45952 0.3271 -1.0950 -3.6574 0.13
C 4.97698 -3.92335 1.47222 -0.6023 3.5617 3.6879 -0.16
C 5.67278 -3.78384 2.72207 1.8580 -1.7191 -1.3685 0.07
C 3.35744 -3.36249 1.40822 4.8142 -0.7761 0.2524 -0.68
O 2.74985 -4.39498 1.56375 -3.0148 -0.4667 0.1924 0.01
O 3.13598 -2.13695 1.36318 -1.1686 -0.2703 0.2743 -0.14
C 7.09285 -5.64017 -0.86159 -3.2362 -4.2592 -1.6762 -0.47
O 6.41157 -6.66640 -1.15886 2.8557 3.4296 0.9489 0.06
O 7.94339 -5.14365 -1.77079 1.9254 4.4440 3.0974 0.06
H 8.40344 -4.80685 3.99882 -1.2965 0.9454 0.6689 0.13
H 8.38854 -5.89394 1.65984 -0.2180 0.6962 0.5110 0.10
H 5.26604 -3.22809 3.57431 0.2190 -0.3982 -0.3279 0.12
Se 6.13008 1.96922 -9.09130 -0.4805 -0.6631 0.2977 1.00
N 5.90985 2.72208 -7.44080 -3.1762 -1.9143 -0.7446 -0.24
C 4.73670 2.18907 -7.02145 1.6568 -0.1720 -0.6137 -0.29
C 4.37242 2.32468 -5.61746 3.0459 1.4706 0.0217 -0.16
C 5.10431 3.16461 -4.74327 -0.4306 -0.0668 -0.0603 0.00
C 4.84320 3.15253 -3.35096 0.2627 -0.5757 -1.8188 -0.06
C 3.84523 2.24434 -2.96739 -1.3140 0.8568 0.1423 -0.10
N 2.94379 1.68114 -3.86074 3.4516 -1.5533 2.5390 0.12
C 3.49594 1.44472 -5.08391 -3.9773 0.6620 0.1415 -0.21
C 2.72416 0.56862 -5.92644 -1.1677 -0.7238 -2.0039 -0.14
N 1.73721 -0.16989 -5.32233 -2.4047 -1.3654 -2.0607 0.09
C 0.64034 -0.88198 -6.18633 1.7399 1.3261 1.5745 -0.01
C 0.83805 -1.02100 -7.53408 0.7004 0.5492 -0.1970 -0.09
C 1.95644 -0.28589 -8.17536 -0.0796 0.2265 1.4332 -0.03
C 2.78459 0.49948 -7.38109 0.9464 -0.1251 1.7675 -0.12
C 3.98628 1.17369 -7.91782 2.0885 1.0805 1.3387 -0.31
N 4.67184 0.82207 -8.96734 -0.0498 1.4249 -0.1924 -0.22
H 5.91306 3.72212 -5.21978 -0.3495 0.2395 0.4112 0.10
H 5.38231 3.82979 -2.66867 -0.2476 -0.8527 -0.2432 0.11
H 3.76678 2.08151 -1.85977 -0.8790 0.1657 -1.1842 0.12
H -0.30949 -1.11007 -5.62946 1.4871 -0.1393 -0.5907 0.12
H 0.18592 -1.68394 -8.16102 0.4047 1.0507 0.8432 0.11
H 2.20922 -0.13671 -9.21786 -0.6603 -0.8423 -0.2161 0.10
C -1.28569 -5.15484 0.62658 -0.0237 -2.6412 -0.0280 -0.10
C -1.46267 -3.76419 1.24613 0.1574 -2.1981 1.4584 -0.51
C -0.58370 -2.95286 0.37555 0.6956 2.5503 0.3908 -0.30
C -2.97483 -3.41887 1.33967 2.2789 1.7936 0.5433 -0.16
C -3.95512 -4.35423 1.50382 -2.1782 0.5735 -0.5308 -0.06
C -5.25191 -4.02792 0.95155 1.6019 -0.7126 0.9290 -0.10
C -5.31116 -2.91360 0.14553 0.5374 1.1472 -0.0334 -0.09
C -4.44418 -1.80122 0.30898 0.6250 -2.2741 1.6896 -0.16
C -4.69483 -0.58275 -0.49802 0.6190 0.0353 -0.3366 -0.36
C -6.14141 -0.10469 -0.30160 -0.2125 1.3626 0.9857 -0.07
C -4.36108 -0.95539 -1.98972 1.0284 1.4387 0.1087 -0.05
C -3.31483 -2.00543 1.22197 -0.9321 -1.7686 -0.9548 -0.18
N -2.48308 -1.12983 1.84720 0.1586 0.3124 -0.8535 0.08
C -2.90373 -0.16140 2.63890 -0.1973 3.1608 1.3512 -0.17
C -2.36353 1.26841 2.62898 1.0425 -2.5248 1.0165 -0.15
N -1.38884 1.59245 1.85690 -0.0448 -0.5443 -1.1874 0.15
C -0.86704 2.81042 1.61927 2.9891 3.7466 -1.8211 -0.17
C 0.42577 3.27994 2.13214 0.0047 1.1177 0.8546 -0.11
C 0.91157 4.61405 1.92594 -0.8412 -2.0330 -0.2752 -0.08
C 0.17377 5.55349 1.23068 -0.8174 0.8459 0.1050 -0.12
C -0.91540 5.11334 0.47972 0.6415 -2.2183 1.3261 -0.05
C -1.22351 3.69289 0.49019 -0.3337 0.9980 1.7398 -0.13
C -1.95183 3.20201 -0.70601 -0.6442 1.1443 0.0515 -0.40
C -3.40719 3.69035 -0.84103 -1.5532 -1.2614 0.0077 -0.08
C -1.20572 3.65957 -1.97951 0.4217 -0.6678 -1.1793 -0.08
C 1.30421 2.39923 3.01327 0.2701 -0.6357 1.6510 -0.37
C 2.19991 1.48608 2.20170 -1.0003 -1.5324 -0.5517 -0.11
C 2.26172 3.09107 4.06727 -0.4388 0.3454 0.5908 -0.08
C -2.91193 1.98415 3.81172 -0.4194 1.6241 -0.9148 -0.07
C -2.98467 3.36356 4.03571 0.1187 -2.2751 -0.2243 0.03
C -4.01041 3.83464 4.87853 0.6146 0.7943 -0.9745 -0.08
C -4.81641 2.95036 5.48251 -0.7299 -0.9942 2.8817 -0.05
C -4.63473 1.55099 5.40357 -2.1839 -0.1265 0.3951 -0.17
C -5.57258 0.56753 5.86033 -0.5952 1.4188 1.9298 -0.05
C -5.68179 -0.62898 5.26709 -1.0402 -1.9560 -0.5769 -0.10
C -4.90165 -0.95749 4.13971 1.2911 -0.2839 -0.4539 0.00
C -3.83411 -0.13348 3.81134 -1.2590 -1.7453 -1.4011 -0.08
C -3.77825 1.11195 4.47144 1.8055 -0.2280 -1.6228 -0.14
H -0.35544 -5.17841 0.02910 -0.4760 -0.3016 0.5778 0.07
H -2.08705 -5.43029 -0.08622 0.1611 0.3754 0.3830 0.09
H -1.21791 -6.02501 1.35698 -0.2181 1.0518 -0.6345 0.10
H -0.90448 -3.92629 2.26728 -1.0168 0.3423 -0.5257 0.07
H 0.30720 -3.50296 0.07435 -0.3101 0.1332 -0.2465 0.01
H -1.18063 -2.54533 -0.46970 0.8754 0.3563 0.5700 0.07
H 8.35802 -4.19835 -1.25934 -1.6847 -4.0338 -2.4301 0.25
H -3.75823 -5.25591 2.07720 -0.0479 -0.1584 -0.5182 0.11
H -6.14974 -4.57306 1.19079 0.0629 -0.6394 -0.4057 0.08
H -6.00594 -2.87078 -0.68820 -0.5690 0.1855 0.4954 0.11
H -3.97621 0.10486 -0.01315 -0.2482 0.4134 -1.0591 0.12
H -6.59570 0.47406 -1.12733 0.4786 -0.2757 0.1395 0.07
H -6.20411 0.56962 0.61516 0.0963 -0.8496 -1.0181 0.10
H -6.76722 -0.96558 -0.08996 -0.2346 0.0788 -0.1289 0.05
H -3.40698 -1.48638 -2.11462 -0.2626 -0.0706 0.4815 0.07
H -4.22613 -0.07565 -2.64029 -0.2402 0.1351 0.3739 0.06
H -5.11724 -1.53030 -2.48473 -0.6747 -0.5492 0.1126 0.06
H 1.90693 4.86835 2.25294 -0.0567 0.0522 0.4398 0.09
H 0.41166 6.61751 1.41375 -0.0946 -0.5704 -0.6654 0.10
H -1.58738 5.75315 -0.07160 0.2819 0.1553 -0.3502 0.10
H -2.05301 2.13571 -0.56219 0.3997 -0.5173 -0.5178 0.12
H -3.58811 4.64699 -1.38405 0.4161 -0.4827 0.6725 0.07
H -3.94363 3.65883 0.15399 0.5784 0.2911 -1.0211 0.09
H -3.91396 2.88846 -1.46010 0.2143 0.9663 0.4642 0.08
H -1.47409 4.69994 -2.32361 0.0752 -1.1348 0.4812 0.09
H -1.44548 2.92212 -2.76014 -0.4199 0.4871 -0.2279 0.07
H -0.10036 3.59534 -2.01465 -0.4409 0.1297 0.8303 0.08
H 0.65500 1.73843 3.66179 0.3052 0.6078 -0.9328 0.13
H 1.57808 0.89566 1.49093 0.4009 0.5463 -0.1071 0.06
H 2.62235 0.70533 2.83770 0.3991 0.2141 0.1574 0.07
H 2.99948 2.00521 1.67776 -0.0682 0.0519 -0.1066 0.08
H 2.05695 4.14981 4.15003 -0.2545 0.3145 0.0432 0.04
H 3.35051 3.06606 3.82527 -0.7970 -0.4828 0.0828 0.08
H 2.07056 2.71025 5.11271 0.4554 0.0344 -1.1624 0.08
H -2.25712 3.90482 3.49119 0.1905 1.2704 -0.4071 0.09
H -4.28305 4.87709 4.92666 0.4181 0.2670 0.1757 0.10
H -5.52935 3.25473 6.25484 -0.1375 0.3186 -0.5797 0.11
H -6.21693 0.82242 6.71376 0.1330 -0.0848 -0.4236 0.11
H -6.44767 -1.40835 5.53800 0.7307 1.1834 0.0840 0.12
H -5.14168 -1.85133 3.55750 0.2308 0.2037 0.1709 0.11
H 1.74204 -0.12541 -4.29975 -0.5936 -0.0596 -0.5499 0.13
```
Forces are in eV/Å.

The calculation puts the HOMO-LUMO gap (alpha / beta) at 4.6 / 5.4 eV. As for the net charge: -1. As for the relative energy (zero: lowest compared OMol25 entry of this formula, charge and spin): 0.0 kJ/mol. For the molar mass, the calculation gives 1175.21 g mol⁻¹.


[2]
Computed, not measured: C55H53N7O4P2Y as an isolated structure in a non-equilibrium geometry, with ωB97M-V/def2-TZVPD.

```
122
Properties=species:S:1:pos:R:3:forces:R:3:lowdin_charge:R:1
Y 1.33051 -0.06401 1.79969 0.9910 1.1017 1.5675 1.60
O 2.32261 -2.08091 5.53036 -1.6150 0.0850 -0.9171 0.02
C 1.75135 -1.59236 4.53258 3.2400 0.4447 1.1097 -0.44
N 2.06942 -0.36739 4.02383 -2.1540 -0.9961 -2.4718 -0.02
C 2.67814 0.70921 4.65268 0.9220 1.5634 1.0106 -0.23
C 3.30924 0.67568 5.90582 -0.8067 0.1443 -0.4263 -0.01
C 3.67393 1.87940 6.54833 0.3058 0.2713 0.9047 -0.10
C 3.50833 3.14210 5.96121 -0.2160 -0.2861 -0.9841 -0.08
C 3.04508 3.16602 4.61752 0.2875 -0.0493 0.3292 -0.03
C 2.65852 1.99225 3.98705 -0.5356 -0.4254 0.8155 -0.25
N 2.16126 1.99797 2.69039 0.0575 -1.9535 -3.0570 -0.02
C 2.59101 2.83030 1.68012 -0.7712 0.8618 3.0793 -0.46
O 2.78586 4.04801 1.83153 0.0663 -1.2887 -1.0393 0.03
C 2.99855 2.13172 0.41729 0.4019 -0.3582 -2.2450 -0.17
C 3.74060 2.93165 -0.47258 0.3880 -0.5222 0.6274 0.01
C 4.53172 2.31616 -1.44151 -0.3538 -1.0388 0.7203 -0.01
C 4.50741 0.88078 -1.55372 1.1309 1.3728 -1.7234 -0.03
C 3.63679 0.18755 -0.76646 -1.2180 0.5814 0.7219 -0.13
N 2.84423 0.78601 0.16504 0.8849 1.1955 0.7537 -0.03
C 0.85390 -2.50191 3.69617 -0.0345 -1.0597 0.2106 -0.20
C 0.63064 -3.81136 4.15307 0.8328 -0.8577 1.2837 0.02
C -0.34262 -4.60809 3.52037 0.0897 2.2628 -0.1971 0.00
C -1.11152 -3.97663 2.51404 0.0909 -0.9498 -0.3280 -0.05
C -0.64978 -2.82039 1.93195 0.5987 0.7749 0.0520 -0.14
N 0.33757 -2.11527 2.52341 -0.0572 0.4886 0.0509 -0.02
H 3.34429 -0.32637 6.33278 0.3521 0.5715 0.4040 0.09
H 4.08897 1.83753 7.58153 -0.3963 -0.0901 -0.9156 0.11
H 3.69976 4.10676 6.47986 0.0880 -1.0427 -0.3132 0.11
H 2.98502 4.02266 3.93013 0.0468 -0.0116 1.0561 0.10
H 3.81438 3.99652 -0.20591 -0.0679 -0.5791 -0.4005 0.13
H 5.21330 2.97450 -1.97126 -0.0568 -0.4937 -0.3964 0.12
H 5.13041 0.34636 -2.34201 -0.8532 0.8026 1.3418 0.14
H 3.49714 -0.87795 -0.81125 0.1695 -0.2451 -0.3694 0.09
H 1.29276 -4.15177 5.04661 -1.4687 0.5949 -1.7079 0.16
H -0.56090 -5.61449 3.79949 -0.0598 -0.4114 0.3627 0.11
H -2.01793 -4.41959 2.10763 0.3543 -0.2692 -0.0136 0.11
H -1.03905 -2.35461 1.00160 0.0985 -0.7994 0.8647 0.11
C -1.57234 -1.23206 -3.80358 -0.5026 -0.6285 -0.1853 -0.31
C -0.95666 -2.23871 -2.79327 -0.7077 -0.4533 -0.5310 -0.36
P 0.86737 -2.40084 -3.07664 -0.1759 1.6841 0.5416 1.01
C 1.28598 -3.60524 -1.81924 1.0173 -0.3312 1.5357 -0.37
C 1.74846 -3.07590 -0.55921 -0.7909 1.3368 -1.7430 -0.15
C 2.39557 -3.87392 0.33465 -0.3045 -0.5068 1.2392 -0.13
C 2.50747 -5.24297 0.11337 -0.0565 -0.9733 -0.0481 -0.06
C 2.00386 -5.78381 -1.08659 0.4455 -0.1289 1.5776 -0.08
C 1.40432 -4.99487 -2.03315 -0.6888 1.3564 -0.1577 -0.08
C 1.06809 -3.21688 -4.65612 0.5676 -1.9036 -0.9241 -0.41
C 0.05113 -3.83152 -5.37185 -0.5894 0.1433 -0.4929 -0.11
C 0.24309 -4.45121 -6.60964 0.8674 0.8207 -0.1341 -0.07
C 1.54294 -4.53267 -7.10770 0.4947 -1.1300 -0.7853 -0.09
C 2.66217 -4.10750 -6.36378 -1.4699 -0.1485 1.1005 -0.06
C 2.36836 -3.46665 -5.14844 0.7127 -0.0925 -0.1082 -0.11
C -1.54189 0.23641 -3.40281 -0.6589 -0.2209 1.2960 -0.38
P -0.05392 1.04099 -2.65043 0.3464 0.2207 -0.9231 1.03
C -0.85973 2.53096 -2.04691 -1.2694 1.2069 -0.4172 -0.42
C -1.49834 3.43984 -2.93691 -0.5182 -0.7310 -0.1503 -0.08
C -2.09631 4.60276 -2.49813 0.2120 -0.3274 0.4177 -0.08
C -1.97658 4.93262 -1.15710 -0.3027 0.4581 0.6196 -0.08
C -1.46630 3.99813 -0.23763 -0.6021 2.3057 0.1190 -0.08
C -0.93829 2.81688 -0.69513 1.1409 -1.0498 1.0372 -0.13
C 0.68201 1.90368 -4.12650 1.4037 0.0691 -0.7446 -0.37
C 1.67445 2.89898 -3.89310 -0.0908 -1.0286 -0.4511 -0.10
C 2.59173 3.30354 -4.85813 -0.8996 -0.5457 -0.2744 -0.06
C 2.43384 2.76396 -6.14805 0.2425 0.5438 0.3982 -0.09
C 1.37850 1.95298 -6.48913 -0.3061 0.1968 1.8411 -0.07
C 0.52688 1.51716 -5.45763 0.1662 0.0686 -0.1211 -0.09
H -2.64053 -1.48539 -3.99031 0.5276 0.0603 0.3198 0.12
H -1.13573 -1.35770 -4.80210 0.2879 -0.0048 0.2413 0.09
H -1.40848 -3.25641 -2.90934 0.1355 0.7626 0.0626 0.08
H -1.19809 -1.92325 -1.75075 0.5063 -0.1379 -0.5973 0.08
H 1.59039 -1.94720 -0.30512 0.3094 -1.9008 -0.8154 0.08
H 2.67421 -3.44712 1.29155 0.2645 -0.1526 0.0553 0.10
H 2.88444 -5.93283 0.91574 -0.1706 0.8955 -1.0184 0.13
H 2.03393 -6.84915 -1.20960 0.0530 -0.3453 -0.1450 0.10
H 0.90992 -5.43120 -2.90091 0.4787 0.0821 -0.0336 0.12
H -0.93380 -3.83718 -4.95778 -0.6369 0.1672 0.0870 0.09
H -0.57714 -4.77418 -7.25571 0.1625 -0.1228 0.5831 0.11
H 1.66571 -5.11461 -8.04642 0.1315 0.7068 0.6027 0.11
H 3.70425 -4.39255 -6.55875 -0.6460 0.3203 -0.3354 0.11
H 3.22727 -3.29189 -4.51124 -0.0179 0.5596 0.1082 0.10
H -2.31236 0.41409 -2.60980 0.4574 -0.2439 -0.4721 0.09
H -1.87132 0.80581 -4.24226 -0.2551 0.6403 -0.6338 0.06
H -1.67199 3.20888 -3.99192 0.5828 -0.1859 0.2822 0.11
H -2.69145 5.21723 -3.16143 0.3267 0.1219 -0.1251 0.11
H -2.30411 5.95232 -0.86978 0.1073 -0.9302 0.2239 0.11
H -1.45357 4.33131 0.81497 0.1668 -0.6424 -0.5442 0.10
H -0.48084 2.13297 0.06416 -0.4792 0.5028 -0.8331 0.08
H 1.71695 3.26025 -2.90251 0.3639 0.5629 1.0554 0.08
H 3.39475 4.02180 -4.65819 -0.4251 -0.3307 0.0401 0.11
H 3.14298 3.02704 -6.88998 0.5552 0.3033 -0.6849 0.09
H 1.19827 1.64658 -7.48971 0.0076 -0.2609 -0.6609 0.10
H -0.26847 0.87401 -5.76007 -0.4703 -0.6178 0.0553 0.08
O -0.66780 0.69999 2.11629 -0.9889 -0.2748 0.0258 -0.24
H -1.53521 0.06777 1.90918 0.9862 0.9724 0.4651 0.03
H -0.75635 1.28677 2.91813 -0.0244 -0.2243 -0.4258 0.02
N -5.92376 1.52290 4.84569 0.6021 0.0876 -0.5715 0.19
C -4.93913 2.00986 4.48752 -0.6618 0.1156 0.7699 -0.17
C -3.69245 2.66946 4.22571 0.6891 0.0584 0.6769 -0.21
C -3.59520 4.01586 3.89288 0.2179 0.8470 0.3505 0.00
C -2.33825 4.62035 3.73331 -0.4827 -0.9690 0.1408 -0.02
C -1.22158 3.80420 3.90386 0.0597 0.2778 -0.0386 -0.09
N -1.31110 2.48002 4.11967 -0.3162 0.1926 1.3222 0.05
C -2.49974 1.96610 4.44968 -0.1693 -0.8503 -2.0498 -0.07
H -4.47390 4.64988 3.94768 -0.0962 -0.1858 -0.5475 0.13
H -2.25074 5.66741 3.45583 0.0369 -0.1796 0.3313 0.12
H -0.22057 4.24902 3.94464 -0.2116 -0.4186 -0.5382 0.13
H -2.56383 0.86412 4.62579 0.2786 1.0174 0.1221 0.14
C -4.74792 0.66817 0.53077 0.7282 0.1858 -0.0348 -0.02
N -4.78472 -0.43074 1.49821 -0.0607 -0.0197 1.2249 -0.11
C -6.10870 -0.65665 2.15045 -0.2447 -0.2485 -0.7790 -0.03
C -3.65439 -0.95203 2.02174 0.1640 0.5439 -0.7218 -0.35
C -3.84647 -1.83265 3.28760 0.4361 -0.2113 -0.8363 0.02
O -2.52317 -0.72658 1.43169 -2.5306 -0.6508 1.3717 -0.07
H -5.13202 0.40015 -0.44037 -0.4959 -0.3750 -0.2018 0.09
H -3.70608 0.92532 0.33803 -0.0873 0.2035 0.2751 0.08
H -5.31382 1.53127 0.91357 0.2792 -0.3422 -0.0341 0.10
H -6.85915 -0.06002 1.59551 0.5465 -0.0813 0.6139 0.10
H -6.10676 -0.44749 3.22900 -0.0796 0.3484 -0.5649 0.05
H -6.44243 -1.68949 2.00927 0.2813 -0.0053 0.0441 0.10
H -4.68157 -1.52070 3.92551 0.5983 0.3412 -0.0628 0.07
H -2.90232 -1.96467 3.84901 -0.5355 0.2311 -0.3752 0.09
H -4.18280 -2.82934 2.95279 0.3423 0.2034 -0.0624 0.10
```
Forces are in eV/Å.

The calculation puts the HOMO-LUMO gap at 6.2 eV. As for the net charge: +1. As for the relative energy (zero: lowest compared OMol25 entry of this formula, charge and spin): 200.1 kJ/mol. For the molar mass, the calculation gives 1026.93 g mol⁻¹.